[1]
Computed, not measured: a structure of composition C13H10ClN3O6Pd in a non-equilibrium geometry, with wB97M-V/def2-TZVPD.

The geometry in XYZ format:
```
34
Properties=species:S:1:pos:R:3:forces:R:3:mulliken_charge:R:1
Pd -2.040209 0.546025 0.028039 1.4 1.6 0.1 -0.723
O 1.572500 5.107358 0.471882 -0.2 1.1 0.3 -0.603
C 2.341449 4.126112 0.086130 0.1 0.4 -0.6 0.364
O 3.464988 4.364253 -0.337165 0.0 -0.5 0.4 -0.638
C 1.800525 2.738169 0.133126 -1.2 -2.6 -0.1 -0.442
C 2.542128 1.531004 0.176769 -0.1 3.6 -0.1 0.790
Cl 4.239446 1.551381 0.296930 0.6 -0.7 0.2 -0.229
N 1.719809 0.496342 0.156855 -0.6 -4.1 -1.8 0.349
N 0.423267 0.872799 -0.049095 0.5 1.4 0.3 -0.591
C 0.426926 2.205925 0.028369 1.5 0.3 0.1 -0.014
C -0.817630 3.041510 -0.118661 2.1 2.5 -0.4 1.175
O -0.609060 4.304611 -0.123308 -0.2 0.5 0.2 -0.820
O -1.916487 2.609767 -0.346859 -1.8 -1.3 0.2 -0.425
C 1.969321 -0.977316 -0.154109 0.3 1.0 1.0 0.767
C 0.916370 -1.884910 -0.273231 -1.7 2.9 1.0 -0.339
C 1.002900 -3.241849 -0.100190 -0.9 -0.2 -0.5 -0.228
C 2.211544 -3.922244 -0.061097 0.1 0.9 0.9 -0.848
C 3.289162 -2.995903 -0.027555 0.2 -0.7 -0.4 -0.198
C 3.206477 -1.587191 -0.053471 0.9 -1.0 0.0 -0.648
H 0.520962 5.003064 0.284509 0.7 -1.7 0.0 0.468
H -0.098445 -1.436702 -0.210713 0.6 -0.5 -0.3 0.306
H -0.011027 -3.601353 0.041031 0.2 -1.0 -0.2 0.387
H 2.213538 -5.035374 0.138815 0.5 1.5 -0.4 0.280
H 4.307443 -3.335292 -0.004300 0.4 -0.5 0.1 0.304
H 4.182575 -1.105256 0.021087 -0.6 0.3 0.0 0.205
N -4.162328 0.249794 -0.222493 -1.9 -2.2 -1.0 -0.122
C -4.529942 -1.158588 0.021423 2.0 -0.2 0.4 -0.942
C -3.303514 -2.039988 -0.004703 0.6 -3.1 3.6 0.661
O -3.352382 -3.321249 0.309646 -0.7 3.1 -1.7 -0.852
O -2.263738 -1.393354 -0.044474 2.3 -2.4 -0.5 -0.300
H -4.402457 0.928541 0.446706 -0.3 0.2 1.9 0.191
H -4.776107 0.495146 -0.918243 -1.6 1.3 -3.1 0.243
H -5.086604 -1.851031 -0.520212 -2.3 0.3 -2.5 0.310
H -4.981395 -1.284191 0.928553 -0.8 -0.3 2.8 0.165
```
Positions in Å, forces in eV/Å.

Results
- Orbital gap (spin up / spin down): 2.54 / 2.53 eV
- Multiplicity: 1
- Total charge: -2
- LUMO level (spin up / spin down): 4.56 / 4.56 eV
- F_max: 0.093 Eh/bohr



[2]
Computed, not measured: a structure of composition C13H10CoF5N in a non-equilibrium geometry, with wB97M-V/def2-TZVPD.

The geometry in XYZ format:
```
30
Properties=species:S:1:pos:R:3:forces:R:3:mulliken_charge:R:1
C -0.600310 0.544090 -2.580654 -0.2 2.0 -0.5 -0.370
C 0.777111 0.963171 -2.664878 -1.4 0.5 -0.1 -0.958
C 1.007605 1.953059 -1.674204 -0.8 0.1 -0.7 -0.273
C -0.195815 2.209677 -0.999373 0.2 -0.6 0.1 -0.752
C -1.232667 1.321255 -1.467828 1.0 1.2 -3.5 -0.143
Co -0.478963 -0.606808 -0.931169 -2.2 2.5 2.1 -0.163
N -2.254913 0.024677 -0.142223 -0.9 -2.2 1.1 -0.712
C 0.351475 -2.079635 -1.705843 2.3 -2.1 -0.7 -0.712
C 1.333475 -1.283606 -1.033597 1.5 -2.2 -0.5 -0.941
H 1.939838 2.485550 -1.546106 0.0 -0.2 0.2 0.426
H 1.491498 0.648876 -3.422146 -0.1 -0.2 0.3 0.540
H -0.323184 2.913540 -0.183804 0.0 -0.1 -0.1 0.480
H -2.276173 1.654248 -1.540342 0.6 -0.5 0.4 0.400
H -1.172658 -0.026509 -3.326044 0.4 0.4 0.3 0.559
H 2.090050 -0.739779 -1.626615 -0.9 -0.1 0.5 0.286
H 0.028987 -2.994683 -1.204747 -0.1 0.1 -0.1 0.320
H -2.956992 -0.784665 -0.169195 0.7 0.8 -0.5 0.052
H 1.732383 -1.592936 -0.057431 -0.3 0.0 -0.6 0.484
H 0.412371 -2.144418 -2.789428 -0.2 0.1 0.1 0.317
F -1.712087 -2.261851 1.571806 0.0 0.3 0.0 -0.345
C -0.884985 -1.249234 1.930330 1.0 1.1 1.0 0.046
C -0.081729 -0.593528 1.000753 0.8 0.6 1.5 -0.121
C 0.874993 0.309939 1.497599 -0.6 -0.5 0.8 0.908
F 1.890561 0.849211 0.728484 -1.0 -0.4 0.6 -0.334
C 0.890985 0.694079 2.846913 0.3 -0.1 -1.0 0.294
F 1.775312 1.637094 3.245755 -0.2 -0.2 0.3 -0.342
C 0.028735 0.091269 3.746721 -0.1 -0.2 -0.6 0.361
F 0.084473 0.427299 5.046337 -0.2 0.0 0.2 -0.328
C -0.855649 -0.892036 3.289455 0.3 0.0 -0.9 0.356
F -1.683718 -1.477335 4.161473 -0.2 -0.2 0.4 -0.333
```
Positions in Å, forces in eV/Å.

Results
- Orbital gap (spin up / spin down): 6.28 / 7.39 eV
- Multiplicity: 5
- Relative energy (zero: lowest compared OMol25 entry of this formula, charge and spin): 5.7 kcal per mole
- Total charge: -1
- LUMO level (spin up / spin down): 3.39 / 3.22 eV
- F_max: 0.076 Eh/bohr



[3]
Computed, not measured: a structure of composition C13H10F5NRh in a non-equilibrium geometry, with wB97M-V/def2-TZVPD.

The geometry in XYZ format:
```
30
Properties=species:S:1:pos:R:3:forces:R:3:mulliken_charge:R:1
C -0.429600 1.051900 -2.082500 0.0 0.4 -0.5 -0.563
C 0.967500 1.189700 -1.845200 0.1 0.7 -0.5 -0.376
C 1.137900 2.014900 -0.697300 0.2 0.4 -0.3 -0.620
C -0.151400 2.376800 -0.218300 0.3 0.4 -0.2 -0.788
C -1.122600 1.778100 -1.072300 0.0 0.3 -0.4 -0.356
Rh 0.000000 0.000000 0.000000 1.0 3.0 1.4 -0.368
N -1.314400 -1.306300 0.029100 -1.5 -3.5 -1.2 -0.286
C -0.359600 -2.351800 -0.493600 -0.2 -0.8 -0.1 -0.364
C 1.029700 -1.694300 -0.688900 0.1 -1.5 -0.6 -0.888
H 2.092200 2.287400 -0.242400 -0.4 -0.1 -0.2 0.367
H 1.766900 0.741400 -2.435600 -0.3 0.1 0.3 0.462
H -0.363500 2.978000 0.667200 0.1 -0.3 -0.5 0.569
H -2.206400 1.847600 -0.959700 0.5 -0.1 0.0 0.415
H -0.891300 0.455300 -2.871500 0.2 0.2 0.3 0.404
H 1.394000 -1.768500 -1.723600 -0.2 0.0 0.3 0.340
H -0.310500 -3.193700 0.226600 -0.1 0.2 -0.3 0.259
H -2.288800 -1.608800 0.024100 -0.1 -0.1 0.1 0.053
H 1.785800 -2.055800 0.024200 -0.2 0.2 -0.3 0.208
H -0.735900 -2.742000 -1.459900 0.0 0.1 0.3 0.384
F 1.151000 -2.026500 2.236200 0.0 0.0 0.2 -0.271
C 0.401800 -1.087000 2.849700 -1.3 1.8 0.6 0.943
C -0.227000 -0.066100 2.110700 0.4 0.5 2.0 -1.037
C -1.005900 0.879600 2.803300 1.2 -2.0 0.7 0.931
F -1.680900 1.843600 2.141000 -0.1 0.1 0.3 -0.280
C -1.129000 0.815500 4.197400 -0.1 0.1 -0.5 0.232
F -1.882400 1.732500 4.853700 0.1 -0.2 0.1 -0.340
C -0.484800 -0.193100 4.915700 0.0 0.1 -0.3 0.452
F -0.604500 -0.252500 6.265500 0.0 0.0 -0.4 -0.322
C 0.276200 -1.146600 4.241000 0.1 -0.2 -0.5 0.175
F 0.897000 -2.132900 4.935500 -0.2 0.3 0.1 -0.336
```
Positions in Å, forces in eV/Å.

Results
- Orbital gap (spin up / spin down): 5.22 / 7.09 eV
- Multiplicity: 5
- Relative energy (zero: lowest compared OMol25 entry of this formula, charge and spin): 0.0 kcal per mole
- Total charge: -1
- LUMO level (spin up / spin down): 3.37 / 3.15 eV
- F_max: 0.078 Eh/bohr



[4]
Computed, not measured: a structure of composition C13H10F6N3O2PW in a non-equilibrium geometry, with wB97M-V/def2-TZVPD.

The geometry in XYZ format:
```
36
Properties=species:S:1:pos:R:3:forces:R:3:mulliken_charge:R:1
W -2.435947 -0.234726 0.617901 0.4 -3.2 0.3 1.536
O 1.442149 0.009362 -3.826988 0.3 0.6 2.8 -0.405
C 1.796284 0.733093 -2.737966 -0.4 -0.7 -0.6 0.636
C 3.127604 1.260018 -2.912304 0.0 -1.3 -1.1 -0.296
C 3.702583 2.063690 -2.002682 -0.8 0.9 3.4 -0.463
C 2.914712 2.327905 -0.770072 0.2 0.1 -0.7 -0.280
C 1.539366 1.867095 -0.623334 1.4 0.7 1.2 -0.480
C 1.012363 0.961024 -1.484645 -0.7 -1.0 -1.9 0.341
C -0.309212 0.257721 -1.163873 0.7 0.7 0.2 0.892
O -0.628762 0.256265 0.140179 0.7 0.0 0.3 -0.611
N -1.104735 -0.287750 -1.998051 -0.3 -0.7 -0.2 -0.856
N -2.238717 -0.788025 -1.294058 1.7 1.8 0.3 0.194
C -3.042601 -1.654555 -1.898573 0.7 0.1 -1.3 -0.258
C -3.994687 -2.182736 -1.012016 0.3 -1.3 0.8 0.562
C -4.898351 -3.192719 -1.361977 -0.2 0.7 0.9 -0.816
C -5.654237 -3.765590 -0.342036 -0.7 0.3 0.1 -0.230
C -5.528407 -3.316030 0.945709 2.1 2.0 0.4 -0.633
C -4.517465 -2.406012 1.295161 -0.8 -0.6 0.7 0.190
N -3.746945 -1.838800 0.347875 -0.2 0.2 -1.0 -0.239
H 0.814006 -0.686387 -3.561840 -0.6 0.2 -0.4 0.373
H 3.652530 0.720652 -3.739780 -0.3 1.2 0.5 0.392
H 4.729217 2.440572 -1.954240 -0.4 -0.4 -0.6 0.401
H 3.402132 2.815766 0.136184 -0.7 -0.5 -1.5 0.345
H 1.004399 2.216732 0.288898 0.4 -0.6 -0.9 0.412
H -2.725558 -1.889908 -2.951819 -1.1 -0.1 1.2 0.438
H -5.041201 -3.326761 -2.412875 -0.1 -0.6 -0.4 0.444
H -6.472419 -4.459320 -0.351172 -0.1 -0.5 -1.4 0.413
H -6.230328 -3.502774 1.706334 -0.6 -0.9 0.8 0.436
H -4.405803 -2.183313 2.385250 0.3 0.3 -1.3 0.388
F -3.313958 1.284398 0.618582 -1.5 2.2 0.0 -0.350
P 7.898491 3.542647 5.504173 -2.1 1.1 4.2 1.088
F 8.990905 4.138633 4.776390 1.3 1.8 -1.5 0.007
F 8.461603 2.299221 6.028010 0.7 -1.1 1.4 -0.022
F 6.729494 3.115478 4.776689 -2.2 -0.8 -3.0 -0.014
F -2.102794 -1.043122 2.309430 0.2 0.5 -0.6 -0.476
F 7.174290 4.448257 6.523533 2.4 -0.9 -1.0 -0.060
```
Positions in Å, forces in eV/Å.

Results
- Orbital gap (spin up / spin down): 6.43 / 6.02 eV
- Multiplicity: 4
- Total charge: +3
- LUMO level (spin up / spin down): -8.77 / -11.40 eV
- F_max: 0.093 Eh/bohr



[5]
Computed, not measured: a structure of composition C13H10MnN5O4S2 in a non-equilibrium geometry, with wB97M-V/def2-TZVPD.

The geometry in XYZ format:
```
35
Properties=species:S:1:pos:R:3:forces:R:3:mulliken_charge:R:1
Mn -0.551918 0.342079 -1.289380 -1.0 -0.2 0.3 0.220
S -2.711821 -0.080692 -1.872191 0.0 0.0 -0.1 -0.178
C -3.582730 1.376404 -1.464695 -0.7 -0.7 -0.3 0.518
C -5.006818 1.370029 -1.698496 0.0 0.0 0.0 -0.144
N -6.140615 1.347861 -1.900189 0.3 0.0 0.1 -0.417
C -2.965111 2.446263 -0.972621 0.2 1.0 0.4 0.650
S -1.237084 2.448691 -0.705571 0.1 0.0 0.0 -0.261
C -3.675070 3.657993 -0.641347 0.0 0.0 -0.1 -0.134
N -4.239782 4.628612 -0.382467 0.2 -0.3 0.0 -0.430
C -1.099115 0.068028 2.750505 0.0 -0.2 -0.1 -1.147
C -0.628142 -1.033332 1.856935 0.0 0.0 0.1 0.294
N -0.435832 -0.946110 0.557419 0.2 0.0 -0.2 -0.047
C -0.006769 -2.185127 0.126785 0.0 0.4 -0.2 0.292
C 0.080052 -3.029425 1.186729 -0.1 -0.1 0.1 -0.058
N -0.326422 -2.286780 2.261487 -0.1 0.1 0.2 0.013
C 0.486407 -4.442827 1.403897 0.1 0.0 0.2 0.465
O 0.957553 -5.094533 0.362887 0.0 0.1 -0.1 -0.533
O 0.403280 -4.910874 2.514622 0.0 0.0 -0.2 -0.607
C 0.264307 -2.378360 -1.320184 -0.2 0.5 -0.4 1.006
O 0.687120 -3.437592 -1.755728 0.1 -0.1 0.2 -0.766
O 0.002384 -1.328938 -2.049186 0.2 -0.5 0.1 -0.663
H -1.262174 0.959107 2.152120 0.0 0.1 -0.1 0.213
H -0.362902 0.290420 3.524035 0.0 0.0 0.0 0.328
H -2.036974 -0.196882 3.241869 0.0 0.0 0.0 0.330
H -0.396709 -2.670665 3.190613 0.0 -0.1 0.1 0.239
H 0.960111 -4.520717 -0.451398 -0.2 -0.1 -0.1 0.458
C 4.086110 3.101248 -0.852638 -0.1 -0.2 0.0 -1.081
C 3.873245 1.585267 -1.003608 -0.3 0.3 0.0 -0.323
C 2.448697 1.250425 -1.109756 1.4 0.3 0.1 0.274
N 1.341550 1.011791 -1.179463 -0.3 0.0 0.0 -0.068
H 5.147466 3.298030 -0.725474 0.0 0.0 0.0 0.330
H 3.554911 3.486442 0.015803 0.0 0.0 0.0 0.336
H 3.735854 3.632234 -1.735234 0.0 0.0 0.0 0.335
H 4.266919 1.044065 -0.147441 0.0 -0.1 0.1 0.269
H 4.370017 1.197851 -1.888627 0.0 -0.1 -0.1 0.286
```
Positions in Å, forces in eV/Å.

Results
- Orbital gap (spin up / spin down): 6.54 / 7.82 eV
- Multiplicity: 5
- Relative energy (zero: lowest compared OMol25 entry of this formula, charge and spin): 0.0 kcal per mole
- LUMO level (spin up / spin down): -1.85 / -0.91 eV
- F_max: 0.027 Eh/bohr



[6]
Computed, not measured: a structure of composition C13H11AuN4O4SSbSe4 in a non-equilibrium geometry, with wB97M-V/def2-TZVPD.

The geometry in XYZ format:
```
39
Properties=species:S:1:pos:R:3:forces:R:3:mulliken_charge:R:1
Au -0.940117 -0.755682 -1.346598 -0.1 -0.7 -0.4 0.942
C -1.474258 -1.163978 2.279525 0.1 0.0 0.0 -1.034
C -0.119465 -1.273875 1.675208 -0.1 0.0 0.0 0.139
N 0.166800 -1.313958 0.385506 0.6 0.1 -0.1 -0.190
C 1.553196 -1.484828 0.270807 -0.5 -0.3 -0.5 0.047
C 2.072859 -1.565837 1.521021 0.1 0.1 0.4 0.368
N 1.019289 -1.411886 2.375061 -0.2 0.0 0.1 -0.055
C 3.425329 -1.710404 2.148069 0.2 -0.1 0.1 0.532
O 4.434777 -2.035135 1.369922 -0.2 0.1 0.2 -0.510
O 3.511383 -1.530828 3.334060 0.0 0.0 0.0 -0.570
C 2.235516 -1.757560 -1.026796 -1.0 0.5 0.2 1.008
O 3.358449 -2.200854 -1.060959 0.3 0.0 -0.2 -0.744
O 1.470369 -1.541673 -2.096928 0.9 -0.7 0.4 -0.708
H -2.175423 -0.792184 1.537385 0.0 0.0 0.0 0.085
H -1.470562 -0.483420 3.130524 0.0 0.0 0.0 0.385
H -1.817892 -2.141114 2.621941 0.0 0.0 0.0 0.333
H 1.133454 -1.420835 3.381229 0.0 0.0 0.0 0.280
H 4.131708 -2.184916 0.444669 0.1 0.0 -0.1 0.420
Se 1.673850 -2.596857 -5.405431 0.0 0.0 -0.2 -0.421
Sb 1.306241 -3.352202 -3.263090 -0.4 0.5 0.0 1.051
Se -1.429411 -2.806555 -2.638457 0.0 -0.5 0.3 -0.243
Se 1.298621 -5.066075 -1.709455 0.1 -0.3 0.2 -0.377
Se -1.941515 -0.820001 -3.560974 -0.2 0.5 -0.2 -0.128
N 1.324745 1.416569 -2.278364 -0.1 0.0 0.0 -0.225
C 0.363231 1.937002 -1.513320 -0.1 -0.2 0.1 0.622
N -0.658642 1.248758 -1.034501 -0.2 0.9 0.3 -0.189
C -1.530670 2.054191 -0.265818 0.3 -0.4 -0.3 0.143
C -2.721728 1.652350 0.319521 -0.1 0.0 0.0 -0.459
C -3.448451 2.586690 1.039540 0.0 0.0 0.0 -0.921
C -2.999702 3.901165 1.168867 0.0 0.0 0.0 -0.533
C -1.820855 4.308522 0.567643 0.0 0.0 0.0 -0.515
C -1.099846 3.366131 -0.151367 0.0 0.2 0.0 0.785
S 0.386023 3.597508 -1.039508 0.1 0.2 0.0 -0.245
H 1.282829 0.449646 -2.578511 0.1 0.0 0.0 -0.001
H 2.036452 2.007137 -2.672734 0.0 0.0 0.0 0.262
H -3.087843 0.640995 0.190147 0.0 0.0 0.0 0.440
H -4.383826 2.295770 1.498372 0.0 0.0 0.0 0.412
H -3.584587 4.615536 1.731905 0.0 0.0 0.0 0.403
H -1.480331 5.332689 0.651890 0.0 0.0 0.0 0.413
```
Positions in Å, forces in eV/Å.

Results
- Orbital gap: 6.49 eV
- Multiplicity: 1
- Relative energy (zero: lowest compared OMol25 entry of this formula, charge and spin): 0.0 kcal per mole
- Total charge: +1
- LUMO level: -5.06 eV
- F_max: 0.023 Eh/bohr



Q: Which of these has the lowest F_max?
A: C13H11AuN4O4SSbSe4



Q: Look up the F_max of the sixth one.
A: 0.023 Eh/bohr



Q: What is the multiplicity in the third record?
A: 5